[1]
ORCA calculation (ωB97M-V/def2-TZVPD) on a cluster of 8 separate species, C42H82Cl10N4O4 in total.

The geometry in ORCA input format:
```
! wB97M-V def2-TZVPD RIJCOSX def2/J DEFGRID3
* xyz 0 5
C -3.62 -3.20 -0.24
C -4.08 -4.13 0.89
C -5.48 -3.75 1.40
C -6.59 -4.36 0.51
C -6.36 -5.83 0.42
C -4.97 -6.31 -0.18
N -3.97 -5.61 0.68
O -2.69 -6.05 0.44
C -4.99 -7.83 0.00
C -5.01 -6.15 -1.70
C -3.17 -3.77 2.13
H -2.56 -2.95 -0.10
H -4.13 -2.24 -0.26
H -3.58 -3.66 -1.23
H -5.64 -4.14 2.41
H -5.63 -2.67 1.42
H -6.65 -3.95 -0.50
H -7.60 -4.14 0.87
H -7.09 -6.09 -0.35
H -6.60 -6.35 1.34
H -5.67 -8.49 -0.54
H -4.03 -8.30 -0.26
H -5.06 -8.07 1.07
H -4.05 -6.41 -2.15
H -5.75 -6.81 -2.14
H -5.24 -5.14 -2.03
H -3.32 -2.77 2.54
H -2.13 -4.07 2.03
H -3.49 -4.30 3.03
C 3.25 5.68 -0.78
C 2.97 5.47 -2.30
C 3.75 6.60 -2.94
C 5.26 6.38 -3.01
C 5.60 5.05 -3.70
C 4.89 3.82 -3.04
N 3.43 4.17 -2.85
O 2.69 3.11 -2.54
C 5.07 2.68 -4.06
C 5.61 3.43 -1.74
C 1.47 5.76 -2.56
H 4.31 5.49 -0.56
H 2.58 4.99 -0.27
H 3.22 6.70 -0.39
H 3.45 6.72 -3.99
H 3.49 7.53 -2.43
H 5.70 6.38 -2.01
H 5.76 7.16 -3.58
H 6.67 4.94 -3.84
H 5.26 5.29 -4.71
H 4.29 1.91 -4.09
H 4.97 3.05 -5.09
H 6.02 2.19 -4.28
H 5.01 2.65 -1.27
H 6.64 3.09 -1.85
H 5.77 4.29 -1.08
H 0.90 4.85 -2.35
H 1.37 5.90 -3.64
H 1.09 6.67 -2.10
C -3.09 0.35 2.96
C -1.58 0.27 3.01
C -1.10 -0.60 1.82
C -0.97 0.16 0.54
C -0.15 1.47 0.75
C -0.64 2.31 1.90
N -0.84 1.56 3.18
O -1.11 2.28 4.30
C 0.62 3.23 2.20
C -1.79 3.19 1.38
C -1.36 -0.55 4.28
H -3.69 -0.53 3.18
H -3.45 0.63 1.97
H -3.42 1.12 3.65
H -0.16 -1.08 2.09
H -1.75 -1.45 1.61
H -1.99 0.37 0.20
H -0.43 -0.39 -0.24
H -0.17 1.96 -0.23
H 0.90 1.36 0.99
H 0.09 4.05 2.70
H 1.31 2.85 2.95
H 1.20 3.64 1.38
H -1.99 4.05 2.02
H -1.49 3.71 0.46
H -2.72 2.68 1.13
H -0.28 -0.61 4.46
H -1.65 -1.59 4.12
H -1.75 -0.04 5.16
C 5.23 -3.13 -3.57
C 4.66 -1.86 -3.00
C 3.65 -1.22 -3.98
C 2.32 -2.00 -3.95
C 1.78 -2.08 -2.54
C 2.80 -2.57 -1.46
N 4.10 -1.95 -1.68
O 4.95 -2.35 -0.70
C 2.15 -2.11 -0.10
C 2.80 -4.08 -1.49
C 5.83 -0.79 -3.05
H 5.82 -3.77 -2.91
H 5.81 -2.82 -4.45
H 4.55 -3.78 -4.12
H 3.35 -0.23 -3.63
H 4.06 -1.12 -4.99
H 2.26 -2.99 -4.40
H 1.66 -1.44 -4.62
H 0.95 -2.78 -2.59
H 1.53 -1.06 -2.22
H 2.79 -2.51 0.68
H 2.22 -1.04 0.10
H 1.15 -2.54 0.01
H 1.80 -4.50 -1.64
H 3.50 -4.50 -2.21
H 3.18 -4.49 -0.54
H 5.60 0.22 -2.72
H 6.11 -0.69 -4.09
H 6.62 -0.88 -2.30
Cl -1.63 -1.21 -3.25
C -2.68 0.18 -3.08
C -1.97 1.43 -3.61
Cl -3.23 2.64 -3.69
H -3.02 0.31 -2.05
H -3.63 -0.09 -3.54
H -1.49 1.29 -4.57
H -1.39 1.83 -2.79
Cl -5.71 1.38 8.42
C -4.18 1.16 7.59
C -4.00 -0.37 7.31
Cl -4.83 -0.94 5.89
H -3.50 1.66 8.29
H -4.17 1.73 6.66
H -4.38 -1.04 8.07
H -2.94 -0.42 7.07
C 3.20 -0.34 4.01
Cl 3.07 0.44 2.46
Cl 2.64 -1.99 3.96
Cl 2.39 0.62 5.25
H 4.23 -0.29 4.36
C -2.77 5.62 4.53
Cl -3.31 7.27 4.46
Cl -4.03 4.50 5.07
Cl -1.27 5.49 5.50
H -2.50 5.37 3.50
*
```

Calculated values
- lowest unoccupied orbital energy (alpha / beta) (eV) = 0.42 / -0.13
- ΔE to the lowest compared entry with this formula, charge and spin (kJ/mol) = 339.8
- frontier orbital gap (alpha / beta) (eV) = 9.107 / 9.486
- calculated total energy (hartree) = -6770.9992
- M (g mol⁻¹) = 1061.672
- HOMO (alpha / beta) (eV) = -8.69 / -9.61
- <S²> = 6.02

Atom charges from the Mulliken analysis, given in e for atoms 1 to 99: C -1.2734; C 1.6267; C -1.3117; C -0.8153; C -1.1029; C 1.5291; N 0.5071; O -0.5441; C -1.8146; C -1.8177; C -1.6352; H 0.0610; H 0.3372; H 0.2798; H 0.4460; H 0.4452; H 0.3232; H 0.4256; H 0.3966; H 0.3409; H 0.3788; H 0.4145; H 0.4116; H 0.3705; H 0.4902; H 0.3636; H 0.2233; H 0.4340; H 0.5892; C -1.0195; C 1.5458; C -1.4053; C -0.6785; C -1.3712; C 1.8263; N 0.4056; O -0.4189; C -1.5965; C -1.7248; C -1.7066; H 0.4221; H -0.1739; H 0.3910; H 0.3559; H 0.4849; H 0.3258; H 0.4360; H 0.4144; H 0.3943; H -0.0353; H 0.4627; H 0.5276; H 0.3862; H 0.3739; H 0.3334; H 0.2690; H 0.4568; H 0.3765; C -1.4600; C 2.2001; C -0.0662; C 0.3584; C -1.8439; C 2.0543; N 0.9781; O -0.5760; C -1.3893; C -0.8041; C -1.3452; H 0.0412; H 0.2070; H 0.1881; H 0.2829; H -1.0016; H -0.1048; H 0.1354; H 0.2864; H 0.0889; H 0.4614; H 0.3574; H -0.0083; H -0.3393; H 0.4423; H 0.2582; H 0.1322; H 0.2657; H 0.1854; C -1.8686; C 1.6653; C -0.8258; C -1.2775; C -0.9278; C 1.9273; N 0.6406; O -0.5885; C -1.7659; C -1.7710; C -1.4631; H 0.3656

=====

[2]
ORCA calculation (ωB97M-V/def2-TZVPD) on a cluster of 7 separate species, C42H83FNO14S6 in total.

The geometry in ORCA input format:
```
! wB97M-V def2-TZVPD RIJCOSX def2/J DEFGRID3
* xyz 0 2
C -2.90 0.14 2.32
C -2.88 0.61 0.85
C -1.72 1.54 0.48
F -1.14 2.10 1.63
C -0.60 0.88 -0.35
C -0.05 -0.30 0.53
C 0.16 -1.66 -0.15
C -1.07 -2.59 -0.12
C -0.82 -3.92 0.59
C -0.35 -3.78 2.04
O -1.05 -2.76 2.71
C -0.24 -2.00 3.60
C -1.25 0.42 -1.67
C -0.48 0.55 -3.02
C 0.01 -0.84 -3.52
C -1.50 1.03 -4.06
N 0.66 1.51 -3.00
O 0.51 2.57 -3.71
C 1.43 1.70 -1.74
C 2.31 2.95 -1.89
C 2.39 0.52 -1.49
C 0.47 1.96 -0.58
H -3.75 0.54 2.88
H -3.00 -0.94 2.33
H -1.96 0.35 2.84
H -2.89 -0.27 0.20
H -3.81 1.13 0.66
H -2.12 2.38 -0.10
H 0.91 0.02 0.93
H -0.68 -0.47 1.40
H 0.96 -2.17 0.41
H 0.53 -1.56 -1.16
H -1.93 -2.10 0.33
H -1.35 -2.84 -1.15
H -1.73 -4.53 0.58
H -0.06 -4.47 0.04
H 0.73 -3.60 2.06
H -0.51 -4.73 2.56
H -0.01 -2.54 4.51
H 0.67 -1.67 3.09
H -0.82 -1.11 3.86
H -2.17 1.01 -1.80
H -1.59 -0.61 -1.59
H 1.04 -1.05 -3.26
H -0.64 -1.64 -3.18
H -0.02 -0.84 -4.61
H -1.98 1.96 -3.76
H -1.06 1.10 -5.05
H -2.28 0.26 -4.10
H 2.91 2.90 -2.80
H 1.73 3.87 -1.85
H 3.00 2.95 -1.04
H 2.55 0.36 -0.42
H 3.37 0.76 -1.90
H 2.09 -0.40 -1.96
H -0.04 2.90 -0.81
H 1.03 2.13 0.34
C 7.52 -0.97 -1.13
C 7.82 -2.29 -0.41
C 6.48 -3.00 -0.18
S 5.39 -2.45 -1.51
O 4.31 -1.69 -0.93
O 5.12 -3.54 -2.41
C 6.55 -1.31 -2.26
H 8.43 -0.50 -1.51
H 7.05 -0.27 -0.44
H 8.46 -2.91 -1.04
H 8.34 -2.13 0.53
H 6.56 -4.09 -0.24
H 6.01 -2.71 0.75
H 6.01 -0.46 -2.65
H 7.05 -1.84 -3.07
C -4.26 -4.92 3.21
C -5.63 -5.38 2.68
C -6.48 -4.12 2.46
S -5.31 -2.79 2.11
O -5.39 -1.83 3.18
O -5.45 -2.38 0.74
C -3.83 -3.77 2.31
H -3.53 -5.73 3.19
H -4.35 -4.58 4.24
H -5.50 -5.90 1.73
H -6.12 -6.07 3.37
H -7.16 -4.21 1.62
H -7.03 -3.84 3.36
H -3.04 -3.15 2.73
H -3.54 -4.12 1.32
C -2.09 5.81 0.24
C -2.71 5.04 1.41
C -2.80 6.01 2.60
S -2.95 7.65 1.89
O -1.78 8.41 2.23
O -4.27 8.18 2.15
C -2.82 7.14 0.18
H -2.18 5.27 -0.71
H -1.03 5.97 0.43
H -3.72 4.70 1.14
H -2.13 4.15 1.67
H -3.67 5.82 3.23
H -1.89 5.99 3.20
H -2.30 7.91 -0.38
H -3.83 7.03 -0.21
C 0.41 -4.74 -7.09
C 1.74 -5.43 -6.78
C 2.02 -5.26 -5.29
S 0.41 -5.13 -4.49
O 0.28 -3.81 -3.93
O 0.16 -6.30 -3.69
C -0.56 -5.21 -6.00
H 0.03 -4.99 -8.08
H 0.52 -3.66 -7.03
H 1.67 -6.49 -7.03
H 2.56 -5.01 -7.38
H 2.55 -6.10 -4.85
H 2.56 -4.33 -5.07
H -1.44 -4.58 -5.88
H -0.85 -6.25 -6.14
C 1.66 -3.09 9.31
C 1.49 -4.60 9.16
C 1.56 -4.93 7.66
S 2.59 -3.65 6.93
O 1.78 -2.86 6.03
O 3.84 -4.21 6.49
C 2.84 -2.70 8.43
H 1.83 -2.80 10.35
H 0.76 -2.58 8.96
H 2.31 -5.11 9.69
H 0.56 -4.95 9.59
H 2.02 -5.89 7.46
H 0.59 -4.87 7.19
H 2.89 -1.65 8.18
H 3.79 -3.03 8.86
C -0.91 10.52 -4.41
C 0.12 10.79 -3.30
C 0.04 9.61 -2.31
S -0.51 8.19 -3.27
O -1.81 7.79 -2.80
O 0.56 7.23 -3.39
C -0.71 9.07 -4.82
H -0.78 11.20 -5.25
H -1.92 10.66 -4.02
H 1.12 10.84 -3.73
H -0.07 11.73 -2.79
H 1.00 9.37 -1.86
H -0.70 9.78 -1.53
H -1.55 8.64 -5.36
H 0.21 8.93 -5.39
*
```

Calculated values
- lowest unoccupied orbital energy (alpha / beta) (eV) = 0.54 / 0.54
- frontier orbital gap (alpha / beta) (eV) = 7.860 / 9.252
- calculated total energy (hartree) = -5247.0726
- M (g mol⁻¹) = 1037.519
- HOMO (alpha / beta) (eV) = -7.32 / -8.71
- <S²> = 0.75

Atom charges from the Mulliken analysis, given in e for atoms 1 to 99: C -0.7758; C -0.9504; C -0.7198; F -0.5921; C 3.9331; C -0.9295; C -0.5266; C 0.0027; C -1.5961; C -0.7428; O -0.0609; C -1.0288; C -2.3285; C 1.6145; C -1.8530; C -1.9591; N 0.9404; O -0.7234; C 2.2102; C -1.9831; C -1.6554; C -2.5823; H 0.3972; H -0.2028; H 0.2783; H 0.1137; H 0.6772; H 0.9846; H 0.6910; H -0.8853; H 0.7047; H 0.2830; H -0.3218; H 0.5328; H 0.3778; H 0.5303; H 0.5168; H 0.4717; H 0.3231; H 0.3104; H 0.2359; H 0.9516; H 0.0413; H 0.3575; H 0.2033; H 0.5743; H 0.4358; H 0.4500; H 0.4015; H 0.4795; H 0.3586; H 0.4358; H 0.1081; H 0.5974; H -0.0353; H 0.4372; H 0.4004; C -0.5774; C -0.5980; C -0.7181; S 1.0955; O -0.5237; O -0.7400; C -0.6648; H 0.3681; H 0.2756; H 0.2900; H 0.3392; H 0.3343; H 0.3737; H 0.3481; H 0.3562; C -0.7519; C -0.7093; C -0.7807; S 1.3939; O -0.6918; O -0.7275; C 0.8499; H 0.3437; H 0.3674; H 0.2899; H 0.4038; H 0.3548; H 0.3582; H -0.5511; H -0.0214; C -0.5035; C -0.0066; C -0.8572; S 1.2277; O -0.6797; O -0.6999; C -0.3569; H 0.3394; H 0.3286; H 0.3263; H -0.2135; H 0.3989